Below is a structure of composition C21H31IN3O2PtSSe2, with properties calculated with ωB97M-V/def2-TZVPD.

```
62
Properties=species:S:1:pos:R:3:lowdin_charge:R:1
Pt -1.056 0.437 0.750 0.88
C -4.546 1.214 0.600 -0.31
Se -3.262 0.396 1.806 1.00
C -4.099 -1.379 1.883 -0.45
C -4.334 -2.253 0.661 -0.37
Se -2.812 -3.127 -0.153 1.39
C -3.752 -3.947 -1.620 -0.20
H -5.529 1.148 1.062 0.06
H -4.529 0.728 -0.372 0.03
H -4.265 2.259 0.496 0.04
H -5.090 -1.161 2.285 0.09
H -3.553 -1.917 2.658 0.08
H -4.918 -1.788 -0.133 0.10
H -4.892 -3.134 1.006 0.11
H -4.287 -3.192 -2.189 0.07
H -4.447 -4.652 -1.159 0.08
H -3.032 -4.493 -2.225 0.07
N 0.917 0.934 0.470 -0.45
S 2.166 -0.101 0.715 1.09
C 2.774 -0.582 -0.894 -0.39
C 4.109 -0.940 -1.039 -0.06
C 4.552 -1.363 -2.282 -0.03
C 3.674 -1.429 -3.356 -0.03
C 2.341 -1.080 -3.192 -0.05
C 1.879 -0.663 -1.952 -0.10
C 3.499 0.855 1.360 -0.43
C 4.020 1.929 0.641 -0.07
C 5.056 2.654 1.199 -0.03
C 5.564 2.300 2.447 -0.02
C 5.041 1.223 3.147 -0.04
C 3.994 0.491 2.605 -0.07
H 1.100 1.496 -0.360 0.02
H 4.797 -0.884 -0.206 0.12
H 5.591 -1.636 -2.412 0.13
H 4.031 -1.754 -4.324 0.13
H 1.663 -1.131 -4.033 0.12
H 0.838 -0.401 -1.810 0.07
H 3.645 2.178 -0.344 0.12
H 5.481 3.489 0.659 0.12
H 6.384 2.866 2.869 0.13
H 5.448 0.950 4.111 0.13
H 3.587 -0.359 3.138 0.11
I -2.000 4.704 -3.544 1.01
C -1.605 3.749 -1.767 -0.76
C -1.098 4.299 -0.603 -0.08
N -1.007 3.314 0.302 0.03
N -1.457 2.147 -0.203 -0.23
C -1.800 2.402 -1.470 -0.17
H -0.819 5.312 -0.362 0.15
H -0.681 3.363 1.256 0.17
H -2.212 1.629 -2.097 0.11
C -0.020 -1.160 3.217 -0.03
O -0.609 -1.284 1.877 -0.35
H 1.052 -1.015 3.137 0.06
H -0.252 -2.066 3.771 0.11
H -0.487 -0.297 3.679 0.10
H -0.128 -1.956 1.375 0.10
C -2.152 -1.460 -2.294 -0.09
O -1.964 -1.787 -0.891 -0.56
H -3.152 -1.065 -2.471 0.10
H -1.950 -2.315 -2.935 0.10
H -1.406 -0.692 -2.486 0.08
```

Output
electronic energy = -6750.5643 a.u.
ΔE to the lowest compared entry with this formula, charge and spin = 0.0 kcal per mole
molecular weight = 869.47 u
HOMO = -16.11 eV
net charge = +3
E_LUMO = -8.7 eV
gap between HOMO and LUMO = 0.2720 Eh

Below is a structure of composition C21H31IN3O2PtSSe2, with properties calculated with ωB97M-V/def2-TZVPD.

```
62
Properties=species:S:1:pos:R:3:lowdin_charge:R:1
Pt -0.456 -0.657 0.813 0.86
C -2.646 -5.391 -1.831 -0.20
Se -2.944 -3.492 -1.754 1.40
C -3.539 -3.349 0.101 -0.36
C -2.597 -3.670 1.257 -0.43
Se -1.682 -2.209 2.246 0.98
C -0.461 -3.423 3.145 -0.31
H -3.605 -5.862 -1.609 0.07
H -1.886 -5.676 -1.107 0.07
H -2.341 -5.637 -2.846 0.07
H -4.329 -4.106 0.064 0.10
H -4.024 -2.379 0.202 0.08
H -1.866 -4.438 1.009 0.08
H -3.231 -4.063 2.053 0.09
H 0.196 -3.897 2.421 0.05
H -1.064 -4.157 3.673 0.06
H 0.113 -2.846 3.864 0.03
N 0.360 0.777 -0.379 -0.48
S 0.196 2.379 0.036 1.10
C 1.810 2.878 0.623 -0.41
C 2.026 4.243 0.767 -0.07
C 3.241 4.671 1.277 -0.03
C 4.212 3.746 1.642 -0.03
C 3.976 2.388 1.490 -0.05
C 2.763 1.942 0.980 -0.09
C 0.115 3.210 -1.520 -0.43
C 1.156 3.093 -2.439 -0.06
C 1.054 3.779 -3.636 -0.03
C -0.064 4.568 -3.896 -0.02
C -1.089 4.679 -2.968 -0.04
C -1.005 3.995 -1.762 -0.08
H 0.159 0.656 -1.365 0.02
H 1.269 4.965 0.487 0.12
H 3.430 5.730 1.386 0.13
H 5.155 4.088 2.045 0.12
H 4.741 1.673 1.762 0.11
H 2.578 0.889 0.833 0.07
H 2.033 2.500 -2.210 0.12
H 1.854 3.716 -4.361 0.12
H -0.127 5.113 -4.829 0.13
H -1.947 5.302 -3.175 0.12
H -1.784 4.095 -1.017 0.11
I 4.144 -0.587 4.777 1.02
C 2.985 -1.014 3.133 -0.76
C 3.377 -1.634 1.961 -0.09
N 2.304 -1.695 1.157 0.03
N 1.216 -1.178 1.767 -0.24
C 1.630 -0.735 2.959 -0.19
H 4.332 -2.033 1.659 0.15
H 2.230 -2.124 0.250 0.17
H 0.948 -0.253 3.641 0.13
C -3.436 0.966 -0.146 -0.07
O -2.522 0.513 0.877 -0.28
H -3.396 2.049 -0.245 0.09
H -4.456 0.661 0.087 0.10
H -3.121 0.515 -1.083 0.09
H -2.771 0.897 1.726 0.11
C -0.613 -2.841 -2.873 -0.10
O -1.312 -2.889 -1.590 -0.52
H -0.151 -3.805 -3.076 0.10
H 0.143 -2.068 -2.768 0.09
H -1.283 -2.566 -3.689 0.09
```

Output
electronic energy = -6750.5395 a.u.
ΔE to the lowest compared entry with this formula, charge and spin = 15.6 kcal per mole
molecular weight = 869.47 u
HOMO = -16.12 eV
net charge = +3
E_LUMO = -9.1 eV
gap between HOMO and LUMO = 0.2582 Eh

Below is a structure of composition C21H31IN5ORu, with properties calculated with ωB97M-V/def2-TZVPD.

```
60
Properties=species:S:1:pos:R:3:lowdin_spin:R:1
C 1.892 0.008 -4.271 0.03
I -1.434 0.771 -3.440 1.27
H 1.201 -0.234 -5.032 0.01
H 2.618 -0.898 -4.217 0.01
H 2.355 0.994 -4.631 0.00
C -0.951 3.836 0.453 0.01
C -2.171 3.406 0.064 0.02
N -1.961 2.306 -0.729 0.01
C -0.627 2.001 -0.863 0.06
N -0.020 2.989 -0.128 0.02
H -0.678 4.673 1.080 0.01
H -3.165 3.775 0.265 0.00
C 1.982 -3.574 -0.761 0.10
C 1.047 -1.658 -1.608 0.03
N 1.996 -2.185 -0.763 0.01
H 0.615 -4.950 -1.874 0.01
N 0.384 -2.776 -2.055 0.01
H 2.692 -4.166 -0.180 0.05
Ru 0.119 0.215 -1.483 2.11
C 1.776 0.458 -2.864 0.10
O 2.758 1.033 -2.392 0.09
C 0.970 -3.953 -1.581 0.02
C -0.718 -2.861 -3.005 0.02
H -1.429 -3.612 -2.653 0.00
H -0.336 -3.159 -3.984 0.00
H -1.203 -1.891 -3.095 0.01
C 2.966 -1.458 0.019 0.15
H 3.983 -1.685 -0.340 0.05
H 2.904 -1.774 1.072 0.07
H 2.797 -0.377 -0.055 0.02
C 1.397 3.170 0.124 0.04
H 1.696 4.183 -0.181 0.01
H 1.982 2.434 -0.435 0.01
H 1.606 3.081 1.202 0.02
C -3.130 1.675 -1.264 0.03
H -2.881 1.108 -2.192 0.02
H -3.827 2.422 -1.659 0.01
H -3.567 0.921 -0.611 0.00
C -0.302 1.679 3.566 0.03
N 0.540 0.557 3.354 0.01
C 1.584 0.300 4.289 0.20
C 0.642 0.000 2.006 0.03
C -0.657 -0.557 1.548 0.01
C -1.524 -1.089 2.515 0.02
C -2.765 -1.638 2.168 0.01
C -3.109 -1.712 0.821 0.01
C -2.221 -1.229 -0.158 0.02
C -1.028 -0.628 0.201 0.04
H -0.094 2.080 4.573 0.01
H -1.370 1.391 3.514 0.00
H -0.144 2.489 2.819 0.00
H 1.392 -0.651 4.829 0.04
H 2.571 0.202 3.792 0.06
H 1.625 1.109 5.037 0.03
H 1.021 0.765 1.301 0.01
H 1.388 -0.800 2.057 0.02
H -1.201 -1.039 3.566 0.01
H -3.435 -2.001 2.957 0.00
H -4.061 -2.150 0.528 0.00
H -2.492 -1.329 -1.217 0.01
```

Output
electronic energy = -1560.0832 a.u.
multiplicity = 6
ΔE to the lowest compared entry with this formula, charge and spin = 0.0 kcal per mole
molecular weight = 597.49 u
HOMO (alpha / beta) = 2.30 / -2.75 eV
net charge = -2
E_LUMO (alpha / beta) = 4.0 / 3.7 eV
gap between HOMO and LUMO (alpha / beta) = 0.0610 / 0.2363 Eh

Below is an isolated molecule of C21H31N3O3, with properties calculated with ωB97M-V/def2-TZVPD.

```
58
Properties=species:S:1:pos:R:3:lowdin_charge:R:1
C -4.090 -5.222 -0.443 -0.09
O -2.910 -4.484 -0.239 -0.09
C -3.010 -3.135 -0.064 -0.27
C -4.198 -2.412 -0.087 -0.01
C -4.165 -1.044 0.102 -0.01
C -2.971 -0.362 0.310 -0.13
C -3.062 1.115 0.501 -0.44
O -4.136 1.673 0.679 0.04
N -1.898 1.792 0.464 0.11
C -1.840 3.230 0.596 -0.30
C -1.804 3.918 -0.776 -0.10
C -0.586 3.437 -1.580 -0.18
N 0.351 2.789 -0.690 -0.22
C 1.499 2.186 -1.308 -0.10
C 1.930 0.984 -0.464 -0.45
O 1.178 0.446 0.322 0.06
N 3.195 0.575 -0.680 0.10
C 3.785 -0.578 -0.027 -0.32
C 4.099 -1.677 -1.044 -0.15
C 4.706 -2.888 -0.342 -0.20
C 5.970 -2.490 0.415 -0.21
C 5.660 -1.390 1.426 -0.20
C 5.054 -0.177 0.727 -0.15
C 0.641 3.605 0.470 -0.17
C -0.591 3.624 1.389 -0.10
C -1.783 -1.094 0.339 -0.01
C -1.808 -2.459 0.154 0.00
H -4.771 -5.136 0.410 0.10
H -4.608 -4.909 -1.355 0.09
H -3.774 -6.260 -0.547 0.09
H -5.147 -2.900 -0.248 0.10
H -5.081 -0.471 0.093 0.12
H -1.018 1.345 0.248 0.10
H -2.750 3.530 1.126 0.14
H -1.757 4.996 -0.615 0.11
H -2.724 3.697 -1.316 0.12
H -0.896 2.702 -2.328 0.12
H -0.125 4.290 -2.113 0.12
H 2.347 2.883 -1.447 0.13
H 1.212 1.804 -2.293 0.14
H 3.761 1.051 -1.365 0.15
H 3.031 -0.936 0.681 0.15
H 4.804 -1.292 -1.785 0.12
H 3.183 -1.964 -1.564 0.12
H 3.978 -3.300 0.360 0.12
H 4.939 -3.661 -1.077 0.11
H 6.721 -2.132 -0.293 0.11
H 6.383 -3.360 0.929 0.11
H 4.953 -1.768 2.167 0.12
H 6.571 -1.096 1.949 0.11
H 4.815 0.598 1.457 0.12
H 5.778 0.236 0.018 0.12
H 1.494 3.175 0.997 0.12
H 0.915 4.633 0.167 0.12
H -0.724 4.617 1.820 0.11
H -0.461 2.914 2.206 0.12
H -0.832 -0.618 0.517 0.08
H -0.897 -3.037 0.178 0.12
```

Output
electronic energy = -1208.8462 a.u.
SMILES string = COc1ccc(C(=O)NC2CCN(CC(=O)NC3CCCCC3)CC2)cc1
ΔE to the lowest compared entry with this formula, charge and spin = 22.7 kcal per mole
molecular weight = 373.50 u
HOMO = -8.20 eV
net charge = 0
E_LUMO = 0.6 eV
gap between HOMO and LUMO = 0.3223 Eh